1.
Below is 3 unconnected molecules or ions with the total composition C4H16N2O2 in a non-equilibrium geometry, with properties calculated with ωB97M-V/def2-TZVPD.

Computed properties:
⟨S²⟩   0.7567
HOMO energy (alpha / beta)   -14.38 / -13.59 eV
Multiplicity   2
Orbital gap (alpha / beta)   11.713 / 5.616 eV
LUMO (alpha / beta)   -2.67 / -7.97 eV
Net charge   +1

Positions of all 24 atoms, in Å:
N (2.3697, 0.6831, 0.1865)
C (-0.7372, -1.0824, 1.0740)
C (-0.0065, 0.2961, 0.8764)
C (1.0823, 0.2134, -0.2507)
C (0.5967, 1.0715, -1.4792)
N (-0.3243, 0.3994, -2.3097)
H (2.3445, 1.6209, 0.6045)
H (2.8370, -0.0193, 0.7790)
H (-1.0989, -1.3909, 0.0814)
H (-0.1766, -1.8884, 1.5288)
H (-1.5838, -0.9440, 1.7333)
H (0.5595, 0.6324, 1.8102)
H (-0.7053, 1.1168, 0.8594)
H (1.2932, -0.8608, -0.3570)
H (0.0806, 2.0538, -1.2004)
H (1.5151, 1.4610, -1.9359)
H (-0.0463, -0.3754, -2.8896)
H (-1.1652, 0.2109, -1.7878)
H (-0.7497, -3.1809, -2.2423)
H (0.5219, -3.1043, -1.4121)
O (0.0625, -2.6663, -2.1355)
H (-1.9148, 2.6109, 2.5661)
H (-2.2073, 1.2520, 3.2673)
O (-2.5472, 1.8907, 2.6333)

=====

2.
Below is a molecular structure, C39H29Co2O6P in a non-equilibrium geometry, with properties calculated with ωB97M-V/def2-TZVPD.

Computed properties:
HOMO energy   0.29 eV
Orbital gap   4.234 eV
LUMO   4.52 eV
Net charge   -2

Positions of all 77 atoms, in Å:
C (1.7083, 4.1825, -6.0295)
C (0.8951, 3.1221, -5.3161)
C (1.0376, 2.9385, -3.9354)
C (0.1915, 2.0537, -3.2687)
C (-0.7704, 1.3262, -3.9564)
O (-1.2718, 0.1645, -3.4662)
C (-0.8906, 1.4972, -5.3513)
C (-0.0341, 2.3397, -6.0383)
H (1.5055, 4.1300, -7.1093)
H (1.4326, 5.1807, -5.6535)
H (2.7797, 4.0212, -5.8403)
H (1.8223, 3.4883, -3.3998)
H (0.4343, 1.8426, -2.2361)
H (-1.5198, 0.7855, -5.8727)
H (-0.0832, 2.3970, -7.1361)
O (-1.8835, 2.9105, -1.1782)
C (-1.5128, 1.8131, -0.9134)
Co (-0.5205, 0.5005, -0.2150)
C (0.3955, -0.5120, -1.3298)
O (0.9061, -1.0827, -2.2072)
C (0.5816, 1.6698, 0.3519)
O (1.3568, 2.4987, 0.5980)
C (-2.1062, -0.3579, 0.0080)
C (-1.9693, 0.3203, -1.2366)
C (-2.4039, 0.0002, -2.6826)
C (-2.7835, -1.4053, -3.1561)
C (-3.5506, -1.4523, -4.3366)
C (-3.5679, -2.6183, -5.0960)
C (-2.7668, -3.6982, -4.7296)
C (-2.0253, -3.6642, -3.5507)
C (-2.0189, -2.5085, -2.7535)
Co (-0.9273, -1.4387, 1.0647)
C (0.0718, -2.6296, 0.3433)
O (0.7565, -3.4734, -0.0630)
C (-2.0440, -2.1850, 2.1416)
O (-2.7438, -2.6987, 2.9131)
P (0.4199, -0.6137, 2.5341)
C (2.1968, -0.2764, 2.2058)
C (3.0602, 0.1031, 3.2458)
C (4.4058, 0.3686, 2.9711)
C (4.9042, 0.2128, 1.6733)
C (4.0609, -0.2273, 0.6528)
C (2.7161, -0.4814, 0.9268)
C (-0.2207, 0.9341, 3.2963)
C (0.5468, 2.0981, 3.4138)
C (-0.0348, 3.2751, 3.8920)
C (-1.3833, 3.2948, 4.2560)
C (-2.1489, 2.1295, 4.1610)
C (-1.5664, 0.9467, 3.6953)
C (0.6290, -1.6929, 4.0183)
C (0.3311, -1.2716, 5.3221)
C (0.5148, -2.1437, 6.4015)
C (1.0114, -3.4321, 6.1876)
C (1.3312, -3.8484, 4.8907)
C (1.1483, -2.9808, 3.8097)
H (-3.0912, -0.2898, 0.5044)
H (-3.2560, 0.6783, -2.8864)
H (-4.0682, -0.5367, -4.6646)
H (-4.1645, -2.6474, -6.0025)
H (-2.7433, -4.5875, -5.3377)
H (-1.3907, -4.4888, -3.2350)
H (-1.3848, -2.3979, -1.8521)
H (2.6763, 0.2006, 4.2636)
H (5.0621, 0.6985, 3.7773)
H (5.9517, 0.4279, 1.4559)
H (4.4343, -0.3703, -0.3621)
H (2.0677, -0.8456, 0.1257)
H (1.6056, 2.0876, 3.1663)
H (0.5772, 4.1740, 3.9726)
H (-1.8370, 4.2194, 4.6159)
H (-3.2002, 2.1277, 4.4511)
H (-2.1632, 0.0314, 3.6351)
H (-0.0414, -0.2634, 5.5031)
H (0.2691, -1.8051, 7.4088)
H (1.1521, -4.1114, 7.0302)
H (1.7250, -4.8503, 4.7147)
H (1.4157, -3.3038, 2.7993)

=====

3.
Below is C4H9N3O in the gas phase, with properties calculated with ωB97M-V/def2-TZVPD.

Computed properties:
HOMO energy   -7.30 eV
Orbital gap   7.808 eV
LUMO   0.50 eV
Net charge   0

Positions of all 17 atoms, in Å:
C (0.8795, 1.6931, -0.6551)
N (1.0600, -0.9225, -0.3768)
C (0.7973, -0.3860, 1.0509)
C (0.3450, 0.3844, -0.1694)
N (-0.5766, -0.9974, 1.3943)
N (-1.5491, -0.7301, -1.2178)
C (-1.0965, 0.0444, -0.2257)
O (1.6430, -0.1744, 1.9399)
H (2.0438, -0.7141, -0.5287)
H (-0.5649, -2.0151, 1.4310)
H (-0.8840, -0.6251, 2.2888)
H (-2.5102, -1.0294, -1.2442)
H (-0.8504, -1.3539, -1.6094)
H (-1.8120, 0.7270, 0.2190)
H (0.9496, 1.7351, -1.7465)
H (0.2504, 2.5223, -0.3198)
H (1.8751, 1.8416, -0.2305)

=====

We obtain E values of -11473.600, -137736.161, -10809.187 eV for the records listed above, in that order.
We obtain energy relative to the best compared isomer or geometry (same formula, charge and spin) values of 1.4594, 2.8116, 3.2746 eV for the records listed above, in that order.
We obtain molecular weight values of 124.18, 742.50, 115.14 g/mol for the records listed above, in that order.